(1)
Density functional theory data (ωB97M-V/def2-TZVPD) for a 2-piece molecular cluster, HO5S2 overall in a non-equilibrium geometry.

Each line ends with the Mulliken charge.
Geometry (Å):
1 O -2.50360 -0.20998 -1.48278  -0.5137
2 O 2.77610 -1.11662 0.59738  -0.4649
3 O -0.13184 -0.24250 0.12537  -0.7002
4 O 2.39418 1.11717 -0.21992  -0.4861
5 H 0.05202 0.53506 0.71711  0.2896
6 S -2.19368 -0.46517 -0.08472  0.6837
7 O -2.53806 0.67965 0.76008  -0.5490
8 S 2.14487 -0.29763 -0.41252  0.7407

Properties
HOMO level = -5.288 eV
Molar mass = 145.1 g mol⁻¹
2S+1 = 1
Net charge = -1
Gap between HOMO and LUMO = 8.7 eV
Largest force on an atom = 1.4 eV/A
Relative energy (zero: lowest compared OMol25 entry of this formula, charge and spin) = 6.9 kcal per mole

(2)
Density functional theory data (ωB97M-V/def2-TZVPD) for C41H55N4O4Ti as an isolated structure.

Each line ends with the Mulliken spin population.
Geometry (Å):
1 Ti 0.14183 -1.53830 0.39628  0.0740
2 H 2.24510 -1.73046 5.04242  0.0001
3 C -4.62828 4.26330 -1.47670  0.0038
4 O -0.07347 -6.67777 -3.56297  0.0000
5 H 5.03749 2.06630 0.12448  0.0113
6 H -5.33702 -2.19819 0.95645  -0.0003
7 H 0.93047 3.16907 0.28361  0.0033
8 O -1.61311 -1.21247 0.02813  0.0186
9 H -0.99231 -5.41427 -5.62651  0.0000
10 H 4.77771 -0.80508 -2.22059  0.0005
11 H -0.62430 -0.54136 7.11616  0.0001
12 C -0.97238 -1.02432 3.13027  0.0155
13 C -3.13459 4.09133 -1.20977  -0.0088
14 H 6.37802 0.63541 -0.88136  -0.0015
15 C -1.91816 -5.20026 -5.08835  0.0000
16 H 3.71064 -1.96387 -1.41517  0.0000
17 H -2.60619 -6.04329 -5.20540  0.0000
18 C 0.33005 -5.95385 0.57916  0.0005
19 H -2.99286 6.04288 -0.27897  -0.0003
20 C 4.31658 4.57879 -0.90378  0.0035
21 C 0.15285 -1.23019 5.24205  0.0043
22 C -1.10569 1.02499 -0.26053  -0.0180
23 H -3.21819 -2.34991 -1.32760  0.0003
24 H -3.61044 -1.92705 1.17238  0.0005
25 H 0.64399 -4.27134 1.88249  -0.0003
26 H 5.57241 -2.32513 1.13492  0.0002
27 H -0.69174 3.10065 -0.68045  -0.0001
28 H -5.23232 4.02380 -0.59955  -0.0006
29 H 4.78925 -1.07246 2.09512  0.0016
30 H 1.67817 5.15490 -0.46838  0.0002
31 H 1.67940 4.98898 1.30114  0.0000
32 H 2.18414 -1.74632 2.57288  0.0036
33 H -1.28378 4.45960 -2.32572  0.0010
34 C 3.74035 0.38902 0.03832  0.0031
35 C 0.13978 -1.21515 6.73401  -0.0001
36 C -2.10644 0.03344 -0.24614  0.0554
37 H -4.94813 -2.63976 -1.52531  -0.0002
38 C 4.33844 4.36493 1.59852  0.0068
39 H -4.82674 5.30388 -1.73212  -0.0001
40 H -4.75829 1.89277 -0.98155  0.0103
41 H -2.61513 3.85292 -3.31549  0.0004
42 H 6.42882 0.50493 0.88710  -0.0010
43 C -0.28737 -4.03041 -1.25070  0.0018
44 H -1.93326 -0.72434 4.99910  -0.0003
45 H -0.51809 -3.23578 -1.95399  0.0047
46 C -4.17593 -1.86901 -1.53057  -0.0012
47 C -0.67917 -5.75825 -3.05632  -0.0001
48 C -4.55372 -1.44010 0.92017  -0.0011
49 H -5.94813 0.19788 -1.78511  -0.0010
50 C 4.67544 -1.46084 -1.35497  0.0008
51 N 0.07562 -3.65930 -0.00998  0.0146
52 H -2.61741 5.52461 -2.74851  -0.0003
53 N 0.16038 -1.31107 2.45401  -0.0154
54 H 3.73296 4.47383 -1.81945  0.0002
55 H -4.97054 3.65247 -2.31376  -0.0012
56 H -2.17825 -4.35071 -3.18871  0.0001
57 C -1.00352 -0.96829 4.50385  -0.0016
58 C -4.50939 -0.80165 -0.47666  -0.0080
59 C 3.01822 2.77166 0.20697  0.0626
60 C 2.30328 5.18714 0.42687  -0.0014
61 H -0.08654 -2.21884 7.10203  0.0006
62 H -1.85600 -0.84008 2.53245  -0.0011
63 C 1.31629 -1.52730 4.52727  -0.0016
64 H 1.10778 -0.92412 7.13705  0.0001
65 H 3.81907 -2.21062 1.12534  -0.0016
66 H -6.62103 -1.06160 -0.76005  -0.0001
67 H -4.14220 -1.43514 -2.53102  0.0009
68 O 1.91024 -1.19269 0.05195  0.0190
69 H -3.25862 4.73116 0.87180  0.0004
70 C -2.36394 4.50017 -2.47421  -0.0023
71 C 6.22729 -0.03900 -0.03737  0.0036
72 C 4.83535 -0.67166 -0.04826  0.0024
73 C 4.00492 1.75171 0.11504  0.1510
74 H -1.66271 4.97475 0.15050  0.0009
75 C -3.73165 1.63227 -0.78051  0.0937
76 C -2.73609 5.00939 -0.04472  -0.0020
77 H -0.02384 -7.37132 -1.01055  0.0000
78 H -2.87240 -4.08941 -6.37288  0.0000
79 H 5.22884 3.73567 1.57073  -0.0023
80 O -2.51245 -3.98934 -5.48547  0.0000
81 C -1.44519 2.33740 -0.59169  0.0740
82 N 0.13361 0.47541 -0.00400  0.1787
83 C -2.77115 2.65068 -0.84916  0.0018
84 C -5.89867 -0.24580 -0.78989  0.0024
85 H 0.58102 -6.68483 1.33362  0.0000
86 H 6.97327 -0.82940 -0.11810  -0.0003
87 H 4.67420 5.39758 1.69573  0.0014
88 C 4.73780 -1.62368 1.15340  -0.0020
89 C -0.35440 -5.35505 -1.63705  -0.0023
90 C 1.29212 -1.54331 3.15320  0.0063
91 H 5.20882 3.95896 -0.99565  -0.0013
92 C 2.38411 0.07503 0.04637  0.1154
93 C 3.48200 4.21849 0.33355  -0.0041
94 C 1.34863 1.05561 0.06309  0.1086
95 C 1.69348 2.41928 0.18028  0.0290
96 N -1.59209 -4.99810 -3.69115  0.0002
97 C -3.44533 0.29329 -0.49813  -0.0142
98 H 2.67739 6.20595 0.52184  -0.0002
99 H -6.21759 0.49879 -0.05929  -0.0005
100 H 4.64773 5.61505 -0.83037  0.0016
101 C -0.01552 -6.33210 -0.70773  -0.0001
102 H 5.45457 -2.22128 -1.41944  -0.0007
103 H -4.78175 -0.69171 1.68156  0.0006
104 H 3.76763 4.11015 2.49314  -0.0006
105 C 0.36592 -4.60940 0.89103  0.0036

Properties
HOMO level (spin up / spin down) = -13.159 / -13.414 eV
Molar mass = 715.8 g mol⁻¹
2S+1 = 2
Net charge = +2
Gap between HOMO and LUMO (spin up / spin down) = 6.3 / 5.5 eV
Largest force on an atom = 0.5 eV/A
Relative energy (zero: lowest compared OMol25 entry of this formula, charge and spin) = 1.6 kcal per mole

(3)
Density functional theory data (ωB97M-V/def2-TZVPD) for a 2-piece molecular cluster, C2H4F2S overall in a non-equilibrium geometry.

Each line ends with the Mulliken charge.
Geometry (Å):
1 F 1.97139 1.75705 -0.54093  -0.3857
2 H 0.71123 -1.13596 -0.53474  0.2969
3 H 2.28987 2.53771 -0.08851  0.3898
4 F -0.57006 1.21730 0.51715  -0.1803
5 H -0.79804 -1.83212 -0.39688  0.3236
6 C -0.15202 -1.16566 0.08079  -0.7813
7 S -2.57974 -0.02310 -0.33688  -0.2751
8 C -1.00605 0.06428 0.11163  0.3758
9 H 0.13341 -1.41949 1.18837  0.2364

Properties
HOMO level (spin up / spin down) = -8.968 / -8.968 eV
Molar mass = 98.1 g mol⁻¹
2S+1 = 1
Gap between HOMO and LUMO (spin up / spin down) = 9.1 / 9.1 eV
Largest force on an atom = 3.1 eV/A
SMILES string = CC(F)=S.F
Relative energy (zero: lowest compared OMol25 entry of this formula, charge and spin) = 24.4 kcal per mole

(4)
Density functional theory data (ωB97M-V/def2-TZVPD) for a 2-piece molecular cluster, C4H11NO3 overall in a non-equilibrium geometry.

Each line ends with the Mulliken charge.
Geometry (Å):
1 H -1.33809 -0.01899 1.38609  0.2901
2 C -0.91735 -0.61786 -0.53022  -0.8958
3 H 0.05262 -1.02708 -0.80035  0.2548
4 H 0.27936 1.41238 1.90535  0.2621
5 H 0.36660 1.98282 -1.07820  0.2872
6 H -3.46110 -5.25433 -1.55030  0.3158
7 C 1.64680 0.38833 0.72266  -0.1806
8 H 1.81749 -0.25817 -0.15905  0.2938
9 H -1.40334 -0.19315 -1.41438  0.2460
10 C 0.33243 2.33936 -0.04591  -0.6610
11 H -3.06692 -6.58561 -2.23509  0.3222
12 C 0.33688 1.11540 0.86600  0.3846
13 O 1.42159 3.24316 0.18877  -0.5066
14 O 2.53991 0.49055 1.52997  -0.4448
15 O -3.47818 -5.72926 -2.38275  -0.6380
16 H -1.52184 -1.47425 -0.25950  0.3548
17 N -0.88429 0.34804 0.56222  -0.3363
18 H -0.55382 2.94893 0.12009  0.3253
19 H 2.26741 2.76410 0.12786  0.3263

Properties
HOMO level = -8.954 eV
Molar mass = 121.1 g mol⁻¹
2S+1 = 1
Gap between HOMO and LUMO = 9.5 eV
Largest force on an atom = 1.2 eV/A
SMILES string = CN[C@@H](C=O)CO.O
Relative energy (zero: lowest compared OMol25 entry of this formula, charge and spin) = 58.7 kcal per mole

(5)
Density functional theory data (ωB97M-V/def2-TZVPD) for a 2-piece molecular cluster, H4OS2 overall in a non-equilibrium geometry.

Each line ends with the Mulliken charge.
Geometry (Å):
1 S 0.00000 0.00000 0.00000  -0.1460
2 H -0.95596 -0.24497 0.92121  0.1507
3 H -1.42624 -1.87518 3.92846  0.3164
4 O -0.64661 -2.02587 4.50961  -0.6411
5 S -0.52738 1.86879 -0.61452  -0.1658
6 H -0.39597 2.58079 0.52491  0.1611
7 H -0.30109 -1.12438 4.69981  0.3247

Properties
HOMO level = -9.248 eV
Molar mass = 84.2 g mol⁻¹
2S+1 = 1
Gap between HOMO and LUMO = 9.5 eV
Largest force on an atom = 1.3 eV/A
SMILES string = SS.O
Relative energy (zero: lowest compared OMol25 entry of this formula, charge and spin) = 5.9 kcal per mole

(6)
Density functional theory data (ωB97M-V/def2-TZVPD) for a 2-piece molecular cluster, CH6N2S2 overall in a non-equilibrium geometry.

Each line ends with the Mulliken charge.
Geometry (Å):
1 H 2.01603 -1.01527 -1.65147  0.1394
2 S 2.04636 1.10532 -0.12480  -0.1699
3 N -1.61708 1.03590 -0.23171  -0.6345
4 N -0.59415 -0.32563 1.35806  -0.3578
5 S 2.59367 -0.93519 -0.46888  -0.1677
6 H -1.46443 -1.00289 -0.36468  0.3246
7 H -0.33095 -1.28061 1.46470  0.2093
8 H -0.35788 0.38766 2.02228  0.2159
9 H -2.31736 1.02205 -0.95852  0.2361
10 H 1.38366 1.11762 -1.29594  0.1517
11 C -1.35788 -0.10897 0.25096  0.0531

Properties
HOMO level = -8.516 eV
Molar mass = 110.2 g mol⁻¹
2S+1 = 1
Gap between HOMO and LUMO = 8.7 eV
Largest force on an atom = 1.6 eV/A
SMILES string = [H]/N=C/N.SS
Relative energy (zero: lowest compared OMol25 entry of this formula, charge and spin) = 17.7 kcal per mole

(7)
Density functional theory data (ωB97M-V/def2-TZVPD) for a 9-piece molecular cluster, C34H68O16 overall in a non-equilibrium geometry.

Each line ends with the Mulliken charge.
Geometry (Å):
1 O -0.75422 -0.41686 3.27683  -0.4544
2 H 5.39678 0.10114 -0.69017  0.1336
3 C -1.85622 -2.20786 5.07383  -0.0338
4 H 4.10278 1.96714 -2.87317  0.2076
5 H -5.54922 3.12614 -0.41517  0.8103
6 H 1.32078 -0.57386 0.69383  -0.3053
7 H -4.16522 3.58714 0.79283  0.1809
8 O 4.99778 -1.02086 3.17783  -0.1971
9 C -0.90422 -3.06386 -3.29717  -0.6422
10 H -3.58622 0.92814 3.90083  0.4027
11 H -2.65122 3.67514 6.42883  0.4251
12 H -1.59922 -5.58286 1.58783  0.5258
13 C 4.41278 -2.04586 -1.78417  0.3578
14 O 5.55278 -2.47686 -1.64517  -0.6059
15 C 5.02778 0.17714 -1.72517  -0.0969
16 C -1.33722 -5.15786 -0.30717  0.5253
17 H 5.94678 -0.00586 -2.36117  0.3451
18 C -4.06622 -1.65686 -0.91617  -0.6903
19 C 4.39178 1.63414 -1.84217  -0.8843
20 H -0.48422 -2.41786 -2.56317  -0.0928
21 H -2.23022 3.02014 -8.97517  0.3190
22 H 1.46478 0.53214 -4.41017  0.9143
23 H 4.62278 0.16214 -5.69917  0.3525
24 O -1.24322 -6.35486 -0.57617  -0.6057
25 H -2.60122 1.34314 2.36683  -0.2316
26 O -4.59322 0.55314 -0.28517  -0.0669
27 C -1.86022 4.17414 6.70983  -1.1767
28 O 0.58378 5.89014 3.48483  -0.6395
29 H 3.31178 1.95714 -1.23717  0.0403
30 C 6.38178 -1.32586 3.52483  -0.4275
31 H -0.24822 -1.35986 0.18983  -0.0048
32 H -0.52322 5.79514 6.13183  0.6930
33 C 2.37478 0.18014 -4.21017  -1.3036
34 H -5.17122 1.60714 -4.27517  0.3524
35 C -1.87722 -0.26486 3.67683  0.2644
36 O -1.26622 -4.20786 -1.26717  -0.0814
37 H 2.53778 -2.38386 -0.96717  -0.1581
38 H -4.18022 -0.97386 1.19883  -0.0480
39 H -1.83222 0.73414 0.15783  -0.1180
40 C -2.84122 -3.00186 5.92283  -1.1511
41 H 2.75978 -3.31986 -2.59417  0.1469
42 H -2.23522 -3.99486 1.41583  0.2971
43 C -1.42122 -4.65486 1.11183  -1.1794
44 H 0.96978 -0.88486 -0.91417  -0.1157
45 C 3.85378 -0.33486 -6.21717  -1.4063
46 C 1.16978 3.59314 3.09483  -0.5808
47 O -0.48422 4.25314 4.71383  -0.2002
48 C -2.10222 2.78514 -6.72417  -0.3079
49 H 6.52278 -2.37686 3.45383  0.4193
50 H -2.19122 4.79514 7.51083  0.4189
51 O 4.03378 -2.26886 4.76083  -0.6001
52 C -4.67622 -0.79086 0.19483  -0.4429
53 C 2.63778 -1.03386 3.36483  -0.1366
54 H 1.80978 -1.03686 4.23983  0.1587
55 H -5.56222 -1.14286 0.32783  0.8245
56 H 2.95278 0.93214 -4.36517  0.5085
57 H 8.40278 -0.61286 3.26283  0.2993
58 H 2.48378 -0.11286 -3.13517  -0.1994
59 H -1.19222 -1.77286 5.73683  0.3525
60 H 7.58978 -0.59286 1.80583  0.2759
61 H 2.59178 0.12814 3.10183  0.1750
62 H -4.60522 -1.71686 -1.83617  0.3901
63 H -1.59722 -5.09586 -3.16517  0.2251
64 H -0.59022 -4.54186 1.76883  0.3818
65 H -1.38622 -3.08486 4.41483  0.0954
66 H -1.47322 2.08914 -0.70217  0.4825
67 H 4.13578 -1.12586 -6.95017  0.3327
68 H -1.25522 0.52114 -1.59617  0.3786
69 O 0.75078 1.76514 0.60583  -0.6655
70 C -1.04022 5.16714 5.66483  -1.0564
71 H -1.88222 -2.64186 -3.43717  0.3307
72 O -3.15122 2.30114 -5.83317  -0.2507
73 H 2.19978 -1.50186 2.50483  0.0785
74 H -3.50822 3.83814 -7.87617  0.3591
75 H -4.04422 1.63014 -2.76317  -0.1421
76 H -4.25722 2.78914 -0.88917  0.3081
77 H -3.54222 -3.68786 5.16983  0.2359
78 H 6.45078 -1.12186 4.49983  0.3961
79 H -0.98622 3.61014 7.19483  0.2571
80 C 3.23678 -2.98286 -1.59117  -0.3889
81 C -4.16822 1.37114 -3.87717  -0.1644
82 H 3.40178 -3.96586 -1.35817  0.6229
83 C -1.27022 1.08214 -0.69417  -0.7716
84 O 2.68978 -2.07086 -4.99917  -0.5890
85 O 4.05478 -0.74386 -1.82317  -0.0893
86 H 0.01778 -4.72486 -2.24817  0.2959
87 H 5.07678 2.45614 -1.53617  0.4201
88 H -1.90022 1.87314 4.09883  -0.1600
89 H 3.51178 0.32414 -6.94017  0.4208
90 C -4.73222 2.98114 -0.03917  -1.5445
91 C -2.87222 3.01114 -8.01517  -1.2717
92 H 0.57878 2.69414 3.12283  -0.0378
93 H -1.56522 5.76414 5.14483  0.6236
94 O -5.25022 1.43314 1.73383  -0.6020
95 C 3.91878 -1.50186 3.84383  0.3311
96 O -2.54222 -1.08186 4.48583  -0.2668
97 H -3.60322 -2.29386 6.58283  0.2723
98 C 0.59978 -0.53586 -0.02717  0.4461
99 H 6.74278 0.55614 2.97183  0.2150
100 H -3.71922 -2.69786 -0.65717  0.2370
101 C 7.37078 -0.48186 2.83983  -0.9952
102 C -4.89422 1.55214 0.54483  0.8140
103 H -3.12922 -1.16986 -1.20817  -0.0494
104 C 0.08778 0.80114 0.03983  0.6043
105 H -2.27922 -3.81186 6.44583  0.3776
106 H -1.46522 3.56614 -6.54817  0.4301
107 H 1.30678 4.02714 1.98883  0.2499
108 C 2.94278 -0.88486 -5.17617  0.9674
109 H -3.71422 2.36314 -8.33017  0.3396
110 H -1.38322 2.05014 -6.95117  0.2899
111 C 0.43378 4.68314 3.78883  0.4436
112 C -0.92622 -4.37986 -2.59917  -0.2966
113 H 2.11078 3.50814 3.31883  0.5583
114 H -0.43222 -3.20986 -4.29017  0.3541
115 C -2.61122 1.04514 3.51983  0.2383
116 C -2.94622 1.90714 -4.54917  0.4425
117 H -3.98922 0.25314 -3.85817  0.1164
118 O -1.82622 1.84214 -4.05017  -0.5622

Properties
HOMO level = -9.575 eV
Molar mass = 732.9 g mol⁻¹
2S+1 = 1
Gap between HOMO and LUMO = 9.9 eV
Largest force on an atom = 11.6 eV/A
SMILES string = CCOC(C)=O.CCOC(C)=O.CCOC(C)=O.CCOC(C)=O.CCOC(C)=O.CCOC(C)=O.CCOC(C)=O.CC(C)=O.CC(C)=O
Relative energy (zero: lowest compared OMol25 entry of this formula, charge and spin) = 349.1 kcal per mole

(8)
Density functional theory data (ωB97M-V/def2-TZVPD) for CBrClNO2 as an isolated structure in a non-equilibrium geometry.

Each line ends with the Mulliken charge.
Geometry (Å):
1 O 1.66807 -0.43038 -0.76761  -0.4500
2 C 0.97525 -0.11634 0.11665  0.6719
3 N -2.16143 0.29136 -0.55220  -0.3718
4 Cl -1.20362 -1.06018 -0.37892  -0.2206
5 Br -3.70446 0.15562 0.52347  -0.2622
6 O 0.59805 0.44617 1.04161  -0.3672

Properties
HOMO level = -2.640 eV
Molar mass = 173.4 g mol⁻¹
2S+1 = 1
Net charge = -1
Gap between HOMO and LUMO = 6.3 eV
Largest force on an atom = 2.3 eV/A
Relative energy (zero: lowest compared OMol25 entry of this formula, charge and spin) = 16.1 kcal per mole